Entry 1:
{"formula": "C6H25B3FNO11", "method": "ωB97M-V with the def2-TZVPD basis set", "symbols": ["C", "C", "C", "F", "B", "O", "B", "N", "O", "B", "C", "O", "C", "C", "O", "O", "H", "H", "H", "H", "H", "H", "H", "H", "H", "H", "H", "H", "H", "O", "H", "H", "O", "H", "H", "O", "H", "H", "O", "H", "H", "O", "H", "H", "O", "H", "H"], "coordinates": [[1.571238, -3.257205, 1.101287], [1.105419, -1.987531, 0.359378], [0.083548, -2.306386, -0.723957], [0.593231, -3.226499, -1.641622], [-0.427838, -0.969470, -1.419910], [-1.750214, -0.821183, -1.799285], [-2.236277, 0.248362, -1.024711], [-3.282110, 0.043423, -0.076912], [-1.591520, 1.473340, -1.217222], [-0.212196, 1.347560, -1.272057], [0.659445, 2.634615, -0.955546], [0.467305, 3.092421, 0.395336], [0.871808, 2.163895, 1.315753], [-0.214665, 1.717761, 2.253225], [2.010348, 1.738828, 1.369181], [0.378584, 0.143124, -1.618165], [1.210204, -4.129025, 0.568289], [1.167336, -3.253085, 2.105935], [2.652529, -3.289812, 1.127081], [1.923888, -1.446315, -0.107428], [0.605443, -1.300572, 1.044630], [-0.772943, -2.766690, -0.227528], [-3.024488, 0.430697, 0.824286], [-3.378314, -0.953418, 0.075986], [0.313230, 3.417809, -1.625490], [1.718426, 2.482212, -1.146627], [-1.091245, 1.412882, 1.689722], [-0.483756, 2.569010, 2.868393], [0.157418, 0.945916, 2.906457], [0.456872, -0.334329, -5.029163], [0.593210, -0.061543, -4.115381], [-0.417678, -0.736383, -5.028405], [2.528199, -5.530902, -3.046116], [1.925831, -4.847048, -2.739761], [3.105563, -5.056345, -3.649910], [-3.874850, 3.265223, -2.627354], [-4.157533, 2.519177, -3.163028], [-3.083446, 2.951144, -2.176673], [-0.396433, 1.762144, 5.180866], [0.314739, 2.331783, 5.477694], [-1.066250, 1.879512, 5.857593], [2.235872, -2.623910, -3.871927], [1.733504, -2.198035, -3.174489], [2.253334, -1.975210, -4.584244], [-0.481648, 3.813143, 7.030453], [0.327485, 4.076576, 7.480959], [-1.020603, 4.610341, 7.030409]], "forces_ev_per_angstrom": [[-0.227, 0.671, -0.388], [-0.104, -0.473, -0.415], [-0.075, 0.674, 0.763], [0.117, -0.069, -0.240], [-0.134, -0.453, -1.327], [-0.036, -0.138, 1.068], [-0.804, 0.097, -0.828], [1.256, -0.400, 0.133], [0.296, -0.506, 0.856], [0.159, 0.896, -0.585], [0.342, -0.214, -0.466], [-0.438, -0.317, 0.130], [1.343, -0.713, 0.356], [0.447, 0.553, -0.307], [-1.305, 0.534, -0.406], [-0.006, -0.103, 0.805], [0.068, -0.277, 0.041], [0.080, -0.196, 0.227], [0.157, -0.148, 0.186], [0.208, 0.085, 0.118], [0.100, 0.195, 0.099], [-0.152, -0.304, -0.201], [-0.602, 0.556, -0.023], [-0.463, -0.058, -0.119], [-0.019, 0.335, 0.136], [0.136, -0.055, 0.005], [-0.150, -0.027, -0.045], [-0.267, 0.082, 0.095], [-0.009, -0.218, 0.069], [0.035, 0.013, 0.144], [0.005, 0.116, 0.001], [-0.010, -0.056, -0.075], [0.030, -0.182, 0.103], [-0.038, 0.067, -0.042], [-0.020, 0.101, -0.040], [0.071, -0.021, 0.004], [-0.060, 0.000, -0.043], [0.016, 0.013, 0.075], [-0.075, -0.441, -0.183], [0.020, 0.166, 0.077], [-0.008, 0.097, 0.133], [0.233, 0.076, -0.160], [-0.036, -0.111, 0.125], [-0.117, -0.033, -0.066], [0.104, 0.240, 0.193], [-0.010, -0.042, 0.075], [-0.057, -0.011, -0.056]], "nbo_charge": [-0.61, -0.42, -0.12, -0.37, 1.15, -0.88, 1.19, -1.06, -0.90, 1.14, -0.42, -0.53, 0.80, -0.72, -0.56, -0.90, 0.22, 0.21, 0.22, 0.22, 0.21, 0.17, 0.40, 0.39, 0.23, 0.22, 0.21, 0.27, 0.25, -0.94, 0.47, 0.48, -0.95, 0.48, 0.47, -0.94, 0.46, 0.48, -0.96, 0.48, 0.48, -0.95, 0.47, 0.48, -0.96, 0.48, 0.48], "energy_ha": -1300.73386, "orbital_gap_ev": 10.500, "max_force_ev_per_a": 1.56}

Entry 2:
{"formula": "C32H30N5Rh", "method": "ωB97M-V with the def2-TZVPD basis set", "symbols": ["Rh", "C", "C", "C", "C", "C", "C", "C", "N", "N", "C", "C", "C", "C", "C", "C", "N", "C", "C", "C", "C", "C", "C", "N", "H", "H", "H", "H", "H", "H", "H", "H", "H", "H", "H", "H", "H", "H", "H", "H", "H", "H", "H", "H", "N", "C", "C", "C", "C", "C", "C", "C", "C", "C", "C", "C", "C", "C", "H", "H", "H", "H", "H", "H", "H", "H", "H", "H"], "coordinates": [[0.146047, -0.262501, 0.836394], [-0.573838, 1.145697, 3.433460], [-0.980512, 2.243585, 2.454343], [-1.979718, 1.788338, 1.423895], [-3.142659, 2.507384, 1.188163], [-4.037081, 2.079025, 0.220594], [-3.745703, 0.935610, -0.503336], [-2.565720, 0.272892, -0.235347], [-1.714754, 0.680539, 0.713343], [0.414933, 0.178219, 2.892203], [0.347801, -1.080527, 3.676691], [-0.675161, -1.997745, 3.083732], [-1.397883, -2.909187, 3.830755], [-2.245222, -3.788314, 3.173335], [-2.344645, -3.728416, 1.793072], [-1.604838, -2.777488, 1.115083], [-0.791253, -1.931448, 1.749508], [1.800847, 0.703600, 2.946601], [2.704571, -0.188873, 2.132621], [4.050953, -0.342764, 2.397422], [4.807918, -1.161833, 1.569916], [4.193502, -1.806249, 0.509186], [2.841574, -1.607442, 0.303946], [2.116873, -0.822796, 1.103931], [-1.461643, 0.576958, 3.716557], [-0.159857, 1.582033, 4.346401], [-0.106059, 2.683865, 1.964784], [-1.434148, 3.046753, 3.032877], [-3.339489, 3.400647, 1.763983], [-4.943470, 2.637253, 0.028815], [-4.406210, 0.566008, -1.274297], [-2.267948, -0.596693, -0.805734], [0.154064, -0.867030, 4.729665], [1.316219, -1.581041, 3.614931], [-1.294485, -2.933465, 4.907172], [-2.819608, -4.513887, 3.733415], [-2.986286, -4.403076, 1.245194], [-1.649720, -2.690351, 0.036935], [2.147310, 0.768959, 3.981877], [1.800631, 1.710453, 2.524523], [4.499441, 0.172974, 3.235538], [5.865618, -1.293120, 1.753594], [4.747661, -2.451372, -0.156850], [2.314297, -2.073515, -0.517031], [0.385848, 0.084354, -0.988282], [0.391625, 0.408117, -2.202736], [-0.198742, -0.519329, -3.207875], [-0.069212, -1.899038, -3.043678], [-0.663585, -2.766559, -3.944114], [-1.406020, -2.261669, -5.004958], [-1.544748, -0.890903, -5.166487], [-0.937965, -0.017809, -4.275088], [0.946788, 1.724602, -2.617971], [0.826228, 2.835943, -1.787191], [1.373411, 4.047828, -2.171462], [2.056341, 4.152201, -3.376420], [2.184109, 3.044700, -4.202830], [1.624351, 1.833034, -3.830508], [0.527465, -2.288030, -2.227403], [-0.537652, -3.835454, -3.832592], [-1.867154, -2.938371, -5.711637], [-2.119855, -0.497999, -5.993806], [-1.044544, 1.051007, -4.405790], [0.284730, 2.749666, -0.853099], [1.263133, 4.916798, -1.536489], [2.483686, 5.099994, -3.674712], [2.716559, 3.125142, -5.140587], [1.722838, 0.970114, -4.476130]], "forces_ev_per_angstrom": [[-0.411, -0.220, -1.015], [-0.019, 0.071, -0.044], [0.009, -0.088, 0.063], [-0.041, 0.068, -0.077], [-0.005, -0.053, 0.051], [0.016, 0.051, 0.036], [0.043, -0.068, -0.041], [-0.207, 0.027, -0.048], [0.491, -0.192, -0.253], [0.112, 0.006, -0.117], [-0.025, -0.057, -0.067], [-0.141, -0.219, 0.108], [0.029, 0.007, -0.019], [-0.029, -0.031, 0.027], [0.037, 0.017, -0.024], [-0.027, -0.065, -0.105], [0.226, 0.420, 0.340], [0.023, 0.043, -0.030], [0.030, 0.033, 0.052], [-0.016, -0.017, -0.001], [-0.002, 0.027, 0.018], [-0.010, 0.003, -0.018], [0.033, -0.074, -0.022], [-0.186, 0.025, -0.185], [0.021, -0.014, 0.001], [-0.001, 0.026, 0.006], [-0.004, -0.070, -0.032], [-0.001, 0.034, 0.014], [0.000, 0.011, 0.009], [-0.005, -0.001, 0.014], [0.001, 0.007, -0.001], [-0.021, 0.007, 0.003], [-0.018, -0.004, 0.001], [0.009, 0.022, 0.026], [0.007, 0.000, -0.004], [-0.001, 0.004, 0.001], [0.003, 0.008, -0.012], [0.005, 0.016, 0.005], [0.004, 0.022, 0.010], [0.022, -0.014, 0.001], [0.007, -0.004, 0.001], [-0.001, -0.004, 0.008], [0.003, 0.002, 0.000], [-0.002, 0.004, 0.018], [0.214, 0.413, 1.451], [-0.213, -0.069, -0.188], [0.016, -0.140, 0.048], [0.011, 0.034, -0.004], [-0.007, -0.009, -0.019], [0.005, -0.001, 0.008], [-0.001, 0.004, 0.007], [-0.015, 0.032, -0.019], [0.061, -0.044, -0.013], [-0.007, -0.009, -0.027], [-0.021, 0.028, 0.032], [0.003, -0.021, -0.023], [0.003, 0.035, 0.006], [-0.007, -0.029, 0.007], [-0.006, 0.004, 0.019], [-0.001, 0.007, 0.007], [0.000, 0.000, 0.000], [-0.001, 0.003, -0.002], [0.011, 0.015, -0.005], [-0.004, -0.017, 0.017], [0.001, 0.003, -0.002], [0.001, 0.001, 0.003], [0.001, -0.001, -0.001], [-0.003, -0.005, -0.001]], "nbo_charge": [0.91, -0.22, -0.46, 0.24, -0.22, -0.11, -0.22, 0.06, -0.44, -0.38, -0.27, 0.21, -0.22, -0.11, -0.23, 0.07, -0.45, -0.27, 0.20, -0.22, -0.11, -0.23, 0.09, -0.44, 0.23, 0.22, 0.24, 0.26, 0.24, 0.25, 0.25, 0.22, 0.24, 0.24, 0.25, 0.25, 0.26, 0.22, 0.23, 0.25, 0.25, 0.25, 0.26, 0.22, -0.51, 0.36, -0.17, -0.14, -0.22, -0.18, -0.18, -0.19, -0.06, -0.22, -0.19, -0.17, -0.19, -0.20, 0.20, 0.23, 0.24, 0.24, 0.23, 0.20, 0.23, 0.24, 0.24, 0.23], "energy_ha": -1621.29109, "total_charge": 2, "e_above_lowest_kcal_mol": 3.6, "orbital_gap_ev": [7.783, 7.599], "max_force_ev_per_a": 1.52}

Entry 3:
{"formula": "C4H16BF2N3O6P2Pd", "method": "ωB97M-V with the def2-TZVPD basis set", "symbols": ["Pd", "N", "C", "C", "P", "O", "O", "O", "P", "O", "O", "O", "H", "H", "H", "H", "H", "H", "H", "H", "N", "C", "C", "N", "H", "H", "H", "H", "H", "H", "H", "H", "F", "B", "F"], "coordinates": [[1.117200, -0.750314, 0.242139], [-3.220024, 0.985300, -0.291987], [-1.793812, 1.531062, -0.319402], [-1.833163, 2.991369, -0.756803], [-1.005774, 1.273409, 1.321978], [-1.349988, 2.566070, 2.108441], [-1.892657, 0.127505, 1.939135], [0.452163, 0.948625, 1.262029], [-0.831881, 0.480125, -1.512706], [-1.995480, 0.304214, -2.586725], [-0.711293, -0.862453, -0.752078], [0.376775, 1.179156, -1.944086], [-3.735330, 1.239738, 0.555119], [-3.243166, -0.036701, -0.374904], [-3.720341, 1.361807, -1.102932], [-2.420011, 3.605200, -0.073523], [-2.242712, 3.065870, -1.765594], [-0.817528, 3.383446, -0.790668], [-0.947621, 2.735004, 2.974936], [-1.734761, 0.169814, -3.508636], [1.903779, -2.282234, -0.832367], [3.385281, -2.099204, -0.847837], [3.801456, -1.818743, 0.577416], [2.979127, -0.672184, 1.069305], [1.663415, -3.173354, -0.400210], [1.511141, -2.296644, -1.771112], [3.607809, -1.252299, -1.496637], [3.889480, -2.979032, -1.247137], [4.866662, -1.602214, 0.648410], [3.588507, -2.675634, 1.216933], [3.371861, 0.210462, 0.742351], [2.984942, -0.634109, 2.085699], [-0.966661, -1.989251, 2.316126], [-1.962460, -1.258306, 1.889790], [-3.074935, -1.775502, 1.425537]], "forces_ev_per_angstrom": [[0.120, -0.175, -0.299], [0.000, 0.047, 0.049], [-0.067, 0.118, 0.118], [0.084, 0.030, 0.050], [0.031, -0.222, -0.135], [-0.035, -0.041, 0.021], [-0.040, 0.183, 0.090], [-0.315, -0.083, 0.061], [-0.145, -0.100, -0.270], [-0.056, -0.061, 0.107], [0.278, 0.253, 0.268], [0.109, -0.124, -0.033], [-0.016, 0.070, -0.030], [-0.005, -0.024, 0.046], [0.007, -0.038, -0.028], [-0.012, -0.006, -0.005], [0.011, 0.003, -0.005], [-0.004, 0.003, -0.008], [0.017, 0.008, -0.013], [0.040, 0.054, -0.006], [-0.048, 0.107, 0.154], [-0.008, -0.038, 0.001], [0.007, -0.025, -0.007], [-0.015, 0.085, -0.087], [-0.041, 0.000, -0.016], [0.027, 0.021, -0.016], [-0.008, 0.002, -0.002], [-0.027, -0.013, 0.009], [-0.014, 0.037, 0.011], [-0.006, 0.002, -0.002], [0.059, -0.006, 0.058], [-0.047, 0.017, 0.003], [0.005, -0.020, -0.030], [0.073, -0.059, -0.034], [0.043, -0.004, -0.018]], "nbo_charge": [0.96, -0.68, -0.62, -0.65, 2.45, -0.97, -1.04, -1.07, 2.37, -1.02, -1.13, -1.07, 0.45, 0.46, 0.47, 0.24, 0.25, 0.28, 0.56, 0.55, -0.73, -0.25, -0.25, -0.74, 0.41, 0.43, 0.23, 0.25, 0.25, 0.22, 0.42, 0.42, -0.46, 1.47, -0.47], "energy_ha": -1812.77262, "total_charge": 2, "e_above_lowest_kcal_mol": 0.0, "orbital_gap_ev": 9.625, "max_force_ev_per_a": 0.46}

Entry 4:
{"formula": "C3H2FNO", "method": "ωB97M-V with the def2-TZVPD basis set", "symbols": ["C", "N", "O", "H", "C", "C", "F", "H"], "coordinates": [[-0.561542, -1.346528, -1.278514], [-0.157499, -1.518300, -0.212839], [0.401827, -1.828594, 0.774559], [-0.601659, -1.057336, -2.245172], [-0.040604, 1.005146, 1.149385], [0.521594, 1.890472, 0.570189], [1.181148, 2.463066, -0.372005], [-0.743262, 0.392074, 1.614400]], "forces_ev_per_angstrom": [[-0.210, -0.377, 2.358], [0.447, -0.375, -2.198], [0.174, -0.281, 2.070], [-0.403, 0.770, -2.339], [0.063, 1.184, -0.141], [0.075, -1.043, -0.859], [0.193, 0.649, 0.372], [-0.339, -0.527, 0.737]], "nbo_charge": [-0.06, 0.22, -0.39, 0.24, -0.37, 0.39, -0.27, 0.24], "smiles": "C#[N+][O-].C#CF", "energy_ha": -345.14456, "e_above_lowest_kcal_mol": 130.2, "orbital_gap_ev": 10.823, "max_force_ev_per_a": 2.50}